This record from the OMol25 dataset describes C26H52F4N2O19P2SSi2 as an isolated structure in a non-equilibrium geometry. The level of theory is ωB97M-V/def2-TZVPD.

ORCA input file:
```
! RIJCOSX wB97M-V def2-TZVPD def2/J DEFGRID3
* xyz 0 1
C 0.499 -2.080 2.872
P 1.642 -3.086 1.795
O 1.207 -4.719 1.893
Si 1.281 -2.409 -0.305
C 1.980 -3.666 -1.534
C 2.034 -3.096 -2.951
N 1.133 -3.221 -3.828
O -0.287 -1.837 -0.665
Si -1.565 -2.888 -0.863
C -2.796 -2.001 -1.976
C -3.920 -2.928 -2.525
C -5.285 -2.212 -2.587
C -6.089 -2.345 -1.305
O -6.444 -3.709 -1.072
N -1.170 -4.387 -1.709
C -1.284 -5.436 -1.103
S -1.204 -6.786 -0.280
C -2.525 -3.183 0.794
F -1.873 -4.005 1.658
F -3.749 -3.707 0.546
C -2.735 -1.839 1.563
F -3.000 -2.125 2.850
F -3.784 -1.162 1.068
P 2.543 -0.540 -0.360
C 4.212 -0.968 -1.019
O 1.769 0.388 -1.543
H 1.098 -1.762 3.729
H -0.347 -2.643 3.269
H 0.210 -1.167 2.348
H 1.015 -4.868 2.825
H 1.519 -4.657 -1.513
H 3.025 -3.820 -1.229
H 2.952 -2.572 -3.219
H 0.354 -3.753 -3.433
H -3.217 -1.136 -1.449
H -2.246 -1.593 -2.831
H -4.001 -3.888 -2.014
H -3.659 -3.152 -3.564
H -5.904 -2.610 -3.396
H -5.136 -1.141 -2.757
H -5.570 -1.948 -0.424
H -7.015 -1.757 -1.414
H -6.799 -3.740 -0.182
H -1.838 -1.224 1.463
H 4.279 -0.912 -2.108
H 4.465 -1.981 -0.699
H 4.945 -0.281 -0.592
H 1.022 0.794 -1.097
C 9.697 1.730 1.766
O 9.325 2.990 1.204
C 8.132 2.996 0.613
O 7.384 2.058 0.526
O 7.914 4.222 0.137
C 6.660 4.376 -0.529
H 10.681 1.857 2.210
H 8.995 1.427 2.541
H 9.758 0.966 0.993
H 5.835 4.184 0.156
H 6.598 3.713 -1.390
H 6.601 5.404 -0.874
C 3.082 2.212 1.555
O 2.461 3.487 1.769
C 1.882 3.617 2.960
O 1.841 2.780 3.823
O 1.350 4.838 3.031
C 0.688 5.117 4.265
H 3.516 2.223 0.558
H 3.878 2.046 2.280
H 2.349 1.416 1.607
H 1.387 5.058 5.098
H -0.142 4.430 4.421
H 0.304 6.130 4.193
C 16.577 1.208 3.085
O 16.207 2.466 2.518
C 15.012 2.468 1.929
O 14.262 1.531 1.848
O 14.790 3.690 1.447
C 13.535 3.833 0.782
H 17.560 1.342 3.528
H 15.872 0.914 3.861
H 16.633 0.440 2.315
H 12.712 3.635 1.467
H 13.477 3.169 -0.079
H 13.469 4.861 0.438
C -6.975 0.183 1.791
O -7.266 1.457 1.216
C -8.444 1.519 0.598
O -9.236 0.619 0.496
O -8.595 2.748 0.109
C -9.827 2.952 -0.588
H -5.996 0.260 2.257
H -7.710 -0.074 2.551
H -6.940 -0.586 1.021
H -10.675 2.802 0.079
H -9.901 2.289 -1.448
H -9.824 3.983 -0.932
C -12.923 0.144 -5.913
O -12.647 0.666 -4.613
C -12.388 -0.267 -3.695
O -12.372 -1.454 -3.882
O -12.149 0.348 -2.538
C -11.850 -0.535 -1.451
H -13.116 0.997 -6.558
H -12.067 -0.408 -6.295
H -13.805 -0.494 -5.892
H -10.950 -1.110 -1.659
H -12.689 -1.201 -1.254
H -11.674 0.085 -0.578
*
```

Values from the calculation:
HOMO-LUMO gap   8.2 eV
Strongest force on any atom   2.6 eV Å⁻¹

Here are the Löwdin charges for atoms 1 to 8, given in e: -0.31 0.75 -0.40 0.25 -0.28 -0.31 0.10 -0.32

***

This record from the OMol25 dataset describes a 2-piece molecular cluster, C7H16N overall in a non-equilibrium geometry. The level of theory is ωB97M-V/def2-TZVPD.

ORCA input file:
```
! RIJCOSX wB97M-V def2-TZVPD def2/J DEFGRID3
* xyz 1 1
C 2.829 1.793 0.956
C 1.883 0.656 1.351
C 0.973 0.333 0.155
C -0.550 -1.380 -0.808
C 0.067 -0.754 0.239
C -0.178 -1.309 1.645
C -1.465 -2.559 -0.824
N -2.769 2.171 -2.393
H 3.329 2.208 1.828
H 3.523 1.557 0.158
H 1.124 0.886 2.098
H 2.521 -0.200 1.585
H 1.257 0.486 -0.891
H -3.414 2.393 -1.640
H -0.326 -0.959 -1.787
H 0.778 -1.668 2.001
H -0.808 -2.191 1.706
H -0.502 -0.505 2.302
H -1.023 -3.541 -0.615
H -2.227 -2.305 -0.085
H -1.846 -2.776 -1.824
H -2.079 2.908 -2.394
H -3.354 2.182 -3.219
H 2.257 2.576 0.455
*
```

Values from the calculation:
HOMO-LUMO gap   6.5 eV
Strongest force on any atom   4.1 eV Å⁻¹

Here are the Löwdin charges for atoms 1 to 8, given in e: -0.09 -0.18 0.13 0.04 -0.25 -0.03 -0.02 0.00

***

This record from the OMol25 dataset describes a single C21H24BrClN4O3 molecule. The level of theory is ωB97M-V/def2-TZVPD.

ORCA input file:
```
! RIJCOSX wB97M-V def2-TZVPD def2/J DEFGRID3
* xyz 0 1
C 3.203 2.411 1.965
C 2.221 1.489 1.232
N 1.311 2.132 0.300
C 1.976 2.786 -0.818
C 1.160 2.670 -2.103
C 0.302 2.969 0.918
C -0.724 2.134 1.692
N -1.093 0.967 0.917
C -1.083 -0.261 1.430
O -0.915 -0.540 2.604
C -1.352 -1.429 0.425
O -1.338 -2.611 1.140
C -2.700 -1.198 -0.218
C -3.860 -1.632 0.397
C -5.081 -1.351 -0.193
Br -6.679 -1.928 0.658
C -5.161 -0.650 -1.385
C -3.999 -0.233 -2.006
C -2.765 -0.505 -1.426
N -1.574 -0.104 -2.011
C -0.366 -0.752 -1.769
O 0.546 -0.636 -2.556
N -0.295 -1.449 -0.601
C 0.873 -2.216 -0.344
C 1.543 -2.112 0.869
C 2.676 -2.867 1.105
C 3.147 -3.721 0.122
Cl 4.568 -4.658 0.413
C 2.488 -3.832 -1.092
C 1.348 -3.086 -1.319
H 3.847 1.814 2.606
H 2.676 3.130 2.588
H 3.826 2.953 1.259
H 2.781 0.743 0.662
H 1.621 0.954 1.972
H 2.931 2.285 -0.980
H 2.182 3.847 -0.602
H 1.032 1.624 -2.364
H 0.181 3.134 -1.998
H 1.685 3.168 -2.914
H 0.720 3.732 1.596
H -0.220 3.497 0.116
H -0.329 1.781 2.646
H -1.614 2.740 1.893
H -1.111 1.092 -0.084
H -1.069 -2.384 2.055
H -3.800 -2.185 1.321
H -6.122 -0.440 -1.828
H -4.046 0.300 -2.943
H -1.621 0.336 -2.921
H 1.189 -1.445 1.638
H 3.194 -2.788 2.048
H 2.859 -4.504 -1.850
H 0.829 -3.172 -2.260
*
```

Values from the calculation:
SMILES   CCN(CC)CCNC(=O)[C@@]1(O)c2cc(Br)ccc2NC(=O)N1c1ccc(Cl)cc1
HOMO-LUMO gap   9.1 eV
Strongest force on any atom   0.7 eV Å⁻¹

Here are the Löwdin charges for atoms 1 to 8, given in e: -0.07 -0.24 -0.19 -0.25 -0.08 -0.18 -0.13 0.12

***

This record from the OMol25 dataset describes a 2-piece molecular cluster, C7H12N2 overall in a non-equilibrium geometry. The level of theory is ωB97M-V/def2-TZVPD.

ORCA input file:
```
! RIJCOSX wB97M-V def2-TZVPD def2/J DEFGRID3
* xyz 2 1
C 0.477 -0.033 0.059
C 4.073 -0.060 -0.037
C -3.190 1.138 0.417
C -3.321 0.229 -0.683
C -0.907 0.389 -0.325
C -2.000 -0.108 0.172
C 0.570 -1.284 0.841
N 1.434 0.608 -0.341
N 4.332 1.025 -0.535
H 4.601 -0.764 0.494
H -2.864 2.187 0.271
H -3.698 1.131 1.481
H -3.950 -0.644 -0.514
H -3.166 0.395 -1.679
H -0.817 1.338 -0.987
H -2.064 -0.992 0.894
H 1.582 -1.487 1.321
H 0.551 -2.341 0.295
H -0.311 -1.490 1.498
H 5.168 1.492 -0.324
H 3.681 1.524 -1.163
*
```

Values from the calculation:
HOMO-LUMO gap (spin up / spin down)   8.6 / 9.6 eV
Strongest force on any atom   5.4 eV Å⁻¹

Here are the Löwdin charges for atoms 1 to 8, given in e: -0.43 0.26 0.08 -0.02 0.05 -0.13 -0.04 0.29

***

This record from the OMol25 dataset describes a 2-piece molecular cluster, CH3NO2 overall in a non-equilibrium geometry. The level of theory is ωB97M-V/def2-TZVPD.

ORCA input file:
```
! RIJCOSX wB97M-V def2-TZVPD def2/J DEFGRID3
* xyz 0 1
C 0.395 0.799 0.690
N 0.131 -1.151 -0.076
O -1.088 -1.798 -1.792
O -0.566 -0.879 -1.023
H -0.314 1.136 -0.058
H 0.046 0.981 1.743
H 1.396 0.913 0.515
*
```

Values from the calculation:
HOMO-LUMO gap (spin up / spin down)   9.5 / 9.5 eV
Strongest force on any atom   4.4 eV Å⁻¹

So, what does the Löwdin scheme give us? The charges, in e, come out as: 0.15 0.13 -0.10 -0.26 0.03 0.06 -0.01

***

This record from the OMol25 dataset describes a single C5H11NO molecule. The level of theory is ωB97M-V/def2-TZVPD.

ORCA input file:
```
! RIJCOSX wB97M-V def2-TZVPD def2/J DEFGRID3
* xyz 0 1
C -1.657 -0.666 -0.016
C -0.479 0.060 -0.663
C 0.559 0.720 0.279
C 0.221 0.997 1.721
N 1.552 -0.338 0.024
C 0.780 -0.827 -1.125
O 1.296 -0.422 -2.365
H -1.320 -1.571 0.494
H -2.186 -0.043 0.718
H -2.399 -0.955 -0.769
H -0.897 0.804 -1.371
H 0.942 1.639 -0.186
H -0.486 1.829 1.797
H -0.222 0.120 2.208
H 1.136 1.272 2.256
H 1.555 -1.033 0.768
H 0.824 -1.931 -1.151
H 0.779 0.346 -2.621
*
```

Values from the calculation:
SMILES   C[C@H]1[C@@H](C)N[C@@H]1O
HOMO-LUMO gap   10.0 eV
Strongest force on any atom   0.9 eV Å⁻¹

Here are the Löwdin charges for atoms 1 to 8, given in e: -0.07 -0.23 -0.38 -0.06 0.04 -0.35 -0.01 0.08

***

For reference, energy above the lowest of the compared OMol25 structures with the same formula, charge and spin by record: 102.5; 254.8; 0.0; 520.8; 919.2; 176.1 kJ/mol.